[1]
# C5H10NO

A 2-piece molecular cluster, C5H10NO overall (ωB97M-V/def2-TZVPD, the Open Molecules 2025 dataset).

ORCA input file:
```
! wB97M-V def2-TZVPD RIJCOSX def2/J DEFGRID3
* xyz -1 1
C 2.080 -0.279 -0.273
O 0.940 -0.123 0.438
C 2.409 0.915 -1.189
H 2.048 -1.183 -0.937
H 2.972 -0.401 0.394
H 1.664 1.055 -1.976
H 3.412 0.823 -1.629
H 2.380 1.830 -0.583
C -2.656 -0.026 0.108
C -2.082 1.094 0.527
C -1.509 -1.705 1.159
N -2.642 -1.239 0.806
H -3.175 -0.039 -0.848
H -1.663 1.166 1.520
H -2.045 1.958 -0.122
H -1.578 -2.553 1.839
H -0.556 -1.294 0.768
*
```

## Properties
LUMO level = 4.315 eV
orbital gap = 6.94 eV
energy relative to the best compared isomer or geometry (same formula, charge and spin) = 121.90 kJ/mol

---

[2]
# C5H8O

A 2-piece molecular cluster, C5H8O overall at a distorted geometry (ωB97M-V/def2-TZVPD, the Open Molecules 2025 dataset).

ORCA input file:
```
! wB97M-V def2-TZVPD RIJCOSX def2/J DEFGRID3
* xyz 0 1
O 1.523 -1.550 1.767
C 0.746 -1.877 0.959
C -0.428 1.133 1.119
C 0.338 1.111 0.031
C -0.164 1.240 -1.377
C -0.114 -2.273 0.048
H -1.508 1.261 1.053
H -0.006 1.025 2.115
H 0.248 2.132 -1.863
H 1.415 0.981 0.149
H 0.142 0.375 -1.978
H -1.257 1.312 -1.405
H -0.884 -1.588 -0.281
H -0.052 -3.282 -0.337
*
```

## Properties
LUMO level = 0.977 eV
orbital gap = 10.21 eV
SMILES string = C=C=O.C=CC
energy relative to the best compared isomer or geometry (same formula, charge and spin) = 176.12 kJ/mol

---

[3]
# C27H48NO13

A 5-piece molecular cluster, C27H48NO13 overall at a distorted geometry (ωB97M-V/def2-TZVPD, the Open Molecules 2025 dataset).

ORCA input file:
```
! wB97M-V def2-TZVPD RIJCOSX def2/J DEFGRID3
* xyz 1 1
C -3.757 -0.124 0.321
C -2.981 0.952 -0.401
C -3.572 1.756 -1.358
C -2.826 2.709 -1.993
C -1.498 2.961 -1.713
C -0.852 4.087 -2.517
C -1.312 5.476 -2.002
C 0.675 3.996 -2.720
C -0.922 2.177 -0.710
O 0.405 2.339 -0.317
C 0.644 3.523 0.416
C 0.324 3.458 1.968
C -0.223 2.146 2.622
C -1.673 2.497 2.983
N -1.775 4.012 2.984
C -0.574 4.665 2.298
C -1.666 1.191 -0.106
H -4.317 0.269 1.174
H -3.074 -0.888 0.706
H -4.403 -0.627 -0.401
H -4.622 1.603 -1.589
H -3.313 3.319 -2.751
H -1.294 4.020 -3.519
H -1.142 5.610 -0.931
H -0.873 6.261 -2.619
H -2.399 5.502 -2.135
H 1.084 2.993 -2.622
H 0.944 4.450 -3.676
H 1.171 4.623 -1.970
H 1.713 3.733 0.322
H 0.129 4.380 -0.014
H 1.294 3.599 2.448
H 0.261 2.041 3.601
H -0.032 1.193 2.143
H -2.061 2.229 3.969
H -2.475 2.202 2.301
H -2.572 4.369 2.457
H -1.882 4.434 3.908
H -1.010 5.225 1.473
H 0.021 5.353 2.899
H -1.228 0.541 0.645
C -2.704 -4.354 -4.285
O -2.616 -3.237 -3.395
C -2.001 -2.173 -3.911
O -1.537 -2.091 -5.016
O -1.990 -1.210 -2.984
C -1.356 0.000 -3.403
H -3.219 -5.152 -3.757
H -3.278 -4.096 -5.172
H -1.711 -4.704 -4.562
H -1.876 0.432 -4.258
H -0.308 -0.176 -3.644
H -1.412 0.694 -2.573
C 1.141 -6.412 -2.970
O 0.286 -7.490 -3.347
C 0.884 -8.425 -4.092
O 2.033 -8.415 -4.444
O -0.016 -9.366 -4.374
C 0.488 -10.439 -5.172
H 0.548 -5.721 -2.375
H 1.974 -6.769 -2.367
H 1.509 -5.886 -3.851
H 1.293 -10.958 -4.655
H 0.832 -10.072 -6.138
H -0.335 -11.131 -5.329
C 7.354 3.590 2.338
O 6.685 2.354 2.609
C 5.469 2.260 2.086
O 4.908 3.102 1.429
O 4.964 1.067 2.413
C 3.657 0.842 1.900
H 8.326 3.535 2.819
H 7.494 3.723 1.267
H 6.798 4.427 2.757
H 3.662 0.862 0.811
H 2.947 1.573 2.288
H 3.346 -0.148 2.224
C -1.318 -1.386 3.631
O -0.188 -1.141 4.465
C -0.046 -2.025 5.467
O -0.775 -2.952 5.686
O 1.035 -1.687 6.161
C 1.315 -2.549 7.271
H -1.323 -0.612 2.866
H -1.244 -2.357 3.143
H -2.244 -1.320 4.202
H 1.499 -3.565 6.930
H 0.496 -2.530 7.988
H 2.213 -2.168 7.749
*
```

## Properties
LUMO level = -3.289 eV
orbital gap = 8.34 eV

---

[4]
# CH2BrClO

CH2BrClO as an isolated structure at a distorted geometry (ωB97M-V/def2-TZVPD, the Open Molecules 2025 dataset).

ORCA input file:
```
! wB97M-V def2-TZVPD RIJCOSX def2/J DEFGRID3
* xyz 0 1
C -0.336 0.378 -0.133
O -2.847 -1.441 0.062
Cl -1.333 1.635 0.020
Br -3.701 -0.079 -0.024
H -0.110 -0.212 0.764
H -0.294 -0.168 -1.048
*
```

## Properties
LUMO level (spin up / spin down) = -0.384 / -1.810 eV
orbital gap (spin up / spin down) = 9.20 / 6.87 eV
energy relative to the best compared isomer or geometry (same formula, charge and spin) = 473.82 kJ/mol

---

[5]
# C5H12S2Si

A 2-piece molecular cluster, C5H12S2Si overall at a distorted geometry (ωB97M-V/def2-TZVPD, the Open Molecules 2025 dataset).

ORCA input file:
```
! wB97M-V def2-TZVPD RIJCOSX def2/J DEFGRID3
* xyz 0 1
C -0.538 1.019 -0.060
C -0.827 -2.090 -0.406
C 1.739 -0.995 0.959
C -1.018 -0.479 2.436
C 1.237 2.308 -3.246
Si -0.127 -0.706 0.730
S -1.903 1.766 0.430
S 0.255 2.733 -2.068
H 0.049 -2.448 -1.069
H -1.345 -2.796 0.202
H -1.535 -1.616 -1.088
H 1.947 -0.042 1.459
H 2.233 -1.745 1.561
H 2.233 -0.835 -0.066
H -0.641 -1.188 3.144
H -0.736 0.593 2.629
H -2.137 -0.417 2.198
H 0.751 1.777 -4.132
H 2.263 2.293 -3.304
H -1.902 2.868 -0.311
*
```

## Properties
LUMO level = -0.492 eV
orbital gap = 7.46 eV
energy relative to the best compared isomer or geometry (same formula, charge and spin) = 323.66 kJ/mol

---

[6]
# H8N6

An isolated molecule of H8N6 at a distorted geometry (ωB97M-V/def2-TZVPD, the Open Molecules 2025 dataset).

ORCA input file:
```
! wB97M-V def2-TZVPD RIJCOSX def2/J DEFGRID3
* xyz 0 1
N 2.267 0.451 -0.281
N -2.116 -0.120 -0.972
N -0.033 0.330 1.271
N 1.338 -0.619 -0.325
N -1.058 -0.896 -0.545
N -0.019 -0.075 -0.083
H 2.238 1.121 0.471
H 2.220 0.881 -1.137
H -2.371 0.748 -0.289
H -1.828 0.467 -1.686
H -0.791 1.017 1.214
H -0.031 -0.482 1.919
H 1.702 -1.326 0.269
H -1.517 -1.496 0.173
*
```

## Properties
LUMO level = 0.986 eV
orbital gap = 10.10 eV
SMILES string = NNN(N)NN
energy relative to the best compared isomer or geometry (same formula, charge and spin) = 147.39 kJ/mol

---

[7]
# C2H7N2O2

An isolated ion of composition C2H7N2O2 and charge +1 at a distorted geometry (ωB97M-V/def2-TZVPD, the Open Molecules 2025 dataset).

ORCA input file:
```
! wB97M-V def2-TZVPD RIJCOSX def2/J DEFGRID3
* xyz 1 1
C -1.894 -0.370 0.120
C 1.797 0.748 0.317
N 0.398 0.065 0.333
N -0.754 0.523 0.023
O -0.915 1.684 -0.378
O 2.646 -0.158 -0.080
H -2.731 0.000 -0.485
H -2.165 -0.371 1.132
H -1.617 -1.334 -0.221
H 1.824 1.616 -0.198
H 1.735 0.936 1.328
H 0.353 -0.998 0.426
H 2.750 -0.102 -1.023
*
```

## Properties
LUMO level = -5.626 eV
orbital gap = 10.83 eV
SMILES string = C[N+](=O)NCO
energy relative to the best compared isomer or geometry (same formula, charge and spin) = 466.95 kJ/mol

---

[8]
# CH5PS2

An isolated molecule of CH5PS2 at a distorted geometry (ωB97M-V/def2-TZVPD, the Open Molecules 2025 dataset).

ORCA input file:
```
! wB97M-V def2-TZVPD RIJCOSX def2/J DEFGRID3
* xyz 0 1
C -0.983 -0.223 -0.595
P 0.703 0.506 -0.433
S 0.386 1.275 1.539
S 1.832 -1.285 -0.132
H -0.896 -0.714 -1.526
H -1.668 0.582 -0.742
H -1.127 -1.176 -0.013
H -0.705 1.848 1.053
H 2.459 -0.814 0.850
*
```

## Properties
LUMO level = 0.651 eV
orbital gap = 9.16 eV
SMILES string = CP(S)S
energy relative to the best compared isomer or geometry (same formula, charge and spin) = 89.63 kJ/mol